Molecular formula: C13H20N4O6RuS
Method: DFT, ωB97M-V with the def2-TZVPD basis set

The molar mass is 461.5 g/mol. The value obtained for the frontier orbital gap (spin up / spin down) is 9.0 / 8.6 eV. The spin multiplicity is 2. The total energy is -45462.3916 eV. As for the max |F|: 0.569 eV/Å. The energy relative to the best compared isomer or geometry (same formula, charge and spin) is 0.287 eV. Its expectation value of S² is 0.756. Its net charge is +1.

Last column: Mulliken spin population.
Element x y z (Å)
Ru  0.326  0.300  -0.358  0.972
O  3.816  2.175  -1.880  -0.001
C  2.927  1.515  -1.171  0.000
O  1.760  1.411  -1.520  -0.005
C  3.502  0.864  0.066  -0.002
O  2.485  0.491  0.952  0.032
C  2.232  1.415  2.026  -0.004
C  0.732  1.683  2.139  0.004
O  0.229  1.767  3.241  -0.001
O  0.119  1.821  1.005  0.010
H  3.396  2.556  -2.668  0.000
H  4.036  -0.033  -0.265  0.001
H  4.234  1.533  0.522  0.000
H  2.629  1.004  2.952  0.001
H  2.705  2.378  1.819  -0.001
N  -3.070  -0.612  -3.311  0.002
C  -2.098  -0.250  -2.454  -0.014
O  -1.721  -0.975  -1.541  0.036
C  -1.442  1.089  -2.644  0.013
C  -0.942  1.606  -1.310  -0.050
H  -3.506  -1.513  -3.207  -0.001
H  -3.394  0.005  -4.033  0.000
H  -2.132  1.800  -3.109  -0.003
H  -0.614  0.949  -3.348  0.001
H  -1.759  1.810  -0.619  0.006
H  -0.364  2.519  -1.440  0.002
S  1.269  -3.923  -1.899  0.002
C  2.228  -2.824  -2.791  0.000
C  1.960  -1.557  -2.399  -0.002
N  1.012  -1.455  -1.408  0.001
C  0.558  -2.634  -1.066  0.009
H  2.921  -3.152  -3.547  0.000
H  2.401  -0.666  -2.818  0.000
H  -0.215  -2.765  -0.326  0.000
C  -3.607  -1.128  2.948  0.000
N  -2.209  -0.712  3.063  -0.001
C  -1.669  -0.408  4.392  0.000
C  -1.450  -0.705  2.012  0.000
N  -0.772  -0.735  1.071  -0.005
H  -4.239  -0.388  3.437  0.000
H  -3.752  -2.098  3.425  0.000
H  -3.883  -1.196  1.899  0.000
H  -2.385  0.223  4.916  0.000
H  -0.739  0.145  4.290  0.000
H  -1.517  -1.330  4.955  0.000



Molecular formula: C13H20N6O4
Method: DFT, ωB97M-V with the def2-TZVPD basis set

The molar mass is 324.3 g/mol. The value obtained for the frontier orbital gap is 7.1 eV. The total energy is -30928.6228 eV. As for the max |F|: 8.819 eV/Å. The energy relative to the best compared isomer or geometry (same formula, charge and spin) is 9.532 eV.

Last column: Mulliken charge in e.
Element x y z (Å)
C  -3.873  0.023  1.463  -0.573
O  -2.915  1.117  1.450  -0.386
C  -1.656  0.749  1.672  0.594
N  -0.729  1.705  1.504  -0.639
C  0.520  1.283  1.670  0.715
N  1.685  1.927  1.338  -0.550
O  2.681  0.976  1.483  -0.195
N  2.118  -0.292  1.934  0.726
O  2.850  -1.262  2.045  -0.685
C  0.776  -0.081  2.100  0.429
C  -0.248  -0.994  2.233  -1.087
N  -1.471  -0.535  2.036  -0.414
H  -4.842  0.516  1.429  0.249
H  -3.735  -0.608  0.579  0.282
H  -3.769  -0.586  2.367  0.217
H  -0.106  -2.128  2.475  0.922
C  2.590  -0.925  10.106  -1.293
C  1.708  -1.536  9.029  -0.160
C  1.681  -0.701  7.751  -0.860
N  0.639  -1.124  6.815  -0.114
C  0.896  -1.670  5.614  0.362
C  -0.337  -2.000  4.759  0.010
C  -1.297  -2.994  5.431  -0.831
C  -1.507  -4.139  4.434  -0.675
C  -0.363  -4.056  3.428  -0.644
N  0.167  -2.644  3.503  0.023
O  2.037  -1.912  5.202  -0.697
H  2.585  -1.560  10.994  0.356
H  3.625  -0.828  9.764  0.328
H  2.228  0.066  10.396  0.329
H  2.075  -2.537  8.766  0.250
H  0.684  -1.654  9.405  0.328
H  1.490  0.352  7.995  0.397
H  2.634  -0.774  7.218  0.307
H  -0.326  -1.008  7.104  0.292
H  -0.850  -1.062  4.516  0.341
H  -0.874  -3.374  6.374  0.356
H  -2.231  -2.476  5.678  0.362
H  -1.524  -5.109  4.940  0.360
H  -2.467  -4.018  3.919  0.284
H  0.448  -4.743  3.694  0.337
H  -0.672  -4.270  2.400  0.349
H  1.200  -2.655  3.551  0.302



Molecular formula: C13H20N6PdS
Method: DFT, ωB97M-V with the def2-TZVPD basis set

The molar mass is 398.8 g/mol. The value obtained for the frontier orbital gap (spin up / spin down) is 5.3 / 5.4 eV. The total energy is -37013.5068 eV. As for the max |F|: 6.757 eV/Å. Its net charge is +4.

Last column: Mulliken charge in e.
Element x y z (Å)
Pd  0.277  -0.910  -0.026  0.398
N  3.753  -3.345  1.829  -0.219
C  2.646  -2.767  1.460  0.683
S  2.649  -1.561  0.156  -0.101
N  1.491  -3.034  2.054  -0.490
N  0.348  -2.678  1.636  0.555
C  -0.819  -2.980  2.132  -0.234
C  -1.963  -2.767  1.295  0.697
C  -3.237  -3.286  1.611  -0.565
C  -4.203  -3.343  0.617  -0.295
C  -3.907  -2.887  -0.658  -0.483
C  -2.648  -2.286  -0.873  -0.100
N  -1.734  -2.210  0.069  -0.199
H  4.655  -3.154  1.396  0.263
H  3.767  -4.062  2.557  0.313
H  -0.910  -3.494  3.092  0.482
H  -3.435  -3.668  2.606  0.439
H  -5.178  -3.782  0.822  0.489
H  -4.605  -2.972  -1.483  0.444
H  -2.406  -1.905  -1.863  0.467
C  0.867  3.192  -2.343  -0.573
C  0.873  1.654  -2.130  -0.601
N  0.704  1.365  -0.702  0.254
C  -0.563  1.946  -0.227  -0.277
C  -0.518  3.492  -0.369  -0.794
N  0.763  3.845  -1.016  -0.057
C  1.891  3.455  -0.142  -0.749
C  1.850  1.915  0.036  -0.568
H  0.023  3.502  -2.965  0.337
H  1.781  3.519  -2.845  0.351
H  1.817  1.227  -2.481  0.413
H  0.061  1.194  -2.703  0.356
H  -0.724  1.680  0.829  0.377
H  -1.390  1.540  -0.828  0.397
H  -0.580  3.980  0.607  0.359
H  -1.354  3.855  -0.971  0.371
H  0.792  4.866  -1.152  0.334
H  1.794  3.964  0.820  0.342
H  2.835  3.773  -0.589  0.361
H  1.768  1.658  1.099  0.325
H  2.771  1.470  -0.357  0.498



Molecular formula: C13H20O2
Method: DFT, ωB97M-V with the def2-TZVPD basis set

The molar mass is 208.3 g/mol. The value obtained for the frontier orbital gap is 9.6 eV. The total energy is -17895.6031 eV. As for the max |F|: 6.909 eV/Å. Its structure (SMILES) is CCOc1ccccc1OCCC(C)C. The energy relative to the best compared isomer or geometry (same formula, charge and spin) is 4.385 eV.

Last column: Mulliken charge in e.
Element x y z (Å)
C  -1.021  3.481  0.107  -1.063
C  -1.495  2.109  0.570  -0.237
O  -1.985  1.401  -0.464  -0.405
C  -2.179  0.159  -0.162  0.603
C  -3.560  -0.391  -0.422  -0.682
C  -3.763  -1.741  -0.103  -0.286
C  -2.765  -2.558  0.325  -0.486
C  -1.486  -2.037  0.526  -0.501
C  -1.185  -0.731  0.186  0.227
O  0.099  -0.271  0.259  -0.258
C  0.499  -0.131  -1.123  -0.230
C  1.820  0.508  -0.881  -0.693
C  3.062  -0.244  -0.304  0.366
C  3.110  0.018  1.237  -1.289
C  3.008  -1.886  -0.465  -1.117
H  -0.487  4.031  0.954  0.335
H  -2.021  4.114  -0.104  0.302
H  -0.356  3.231  -0.889  0.199
H  -0.636  1.722  0.962  0.177
H  -2.092  2.151  1.481  0.473
H  -4.509  0.189  -0.828  0.252
H  -4.809  -2.058  0.069  0.298
H  -3.146  -3.578  0.474  0.342
H  -0.724  -2.749  0.832  0.368
H  0.502  -1.025  -1.746  0.414
H  0.003  0.751  -1.675  0.290
H  1.495  1.440  -0.175  0.027
H  2.230  0.888  -1.847  0.349
H  4.005  0.031  -0.680  0.507
H  4.130  -0.194  1.743  0.313
H  2.752  1.040  1.547  0.366
H  2.328  -0.528  1.751  0.261
H  3.412  -2.464  -1.510  0.214
H  3.652  -2.400  0.428  0.321
H  2.110  -2.277  -0.072  0.243



Molecular formula: C13H21Br2CuN4S2
Method: DFT, ωB97M-V with the def2-TZVPD basis set

The molar mass is 520.8 g/mol. The value obtained for the frontier orbital gap (spin up / spin down) is 7.9 / 4.6 eV. The spin multiplicity is 2. The total energy is -226150.0065 eV. As for the max |F|: 2.450 eV/Å. Its expectation value of S² is 0.778. Its net charge is +3.

Last column: Mulliken spin population.
Element x y z (Å)
Cu  -0.342  0.461  0.158  -0.003
C  -2.907  0.737  -2.607  0.000
C  -3.085  1.125  -1.170  0.127
N  -2.252  1.078  -0.147  -0.042
C  -2.793  1.441  1.034  0.139
C  -4.150  1.697  0.964  0.225
S  -4.679  1.736  -0.682  0.045
C  -1.951  1.264  2.190  0.091
C  -2.164  1.747  3.503  0.265
S  -0.868  1.264  4.550  0.011
C  -0.194  0.391  3.267  0.127
N  -0.822  0.503  2.109  -0.034
C  0.892  -0.611  3.540  -0.005
H  -3.888  0.794  -3.153  0.001
H  -2.504  -0.224  -2.733  0.010
H  -2.097  1.281  -3.123  0.016
H  -4.816  1.945  1.805  0.000
H  -3.059  2.355  3.708  0.006
H  1.798  -0.211  4.121  0.008
H  1.310  -0.947  2.551  0.002
H  0.516  -1.499  4.096  0.014
Br  -1.072  -2.233  -0.205  0.000
C  -1.944  -3.989  -0.060  0.000
Br  -3.753  -4.004  0.694  0.000
H  -1.345  -4.608  0.592  0.000
H  -2.108  -4.434  -1.036  0.000
N  4.037  -0.262  -1.772  0.000
C  3.844  1.023  -0.984  0.000
C  2.589  0.920  -0.061  0.000
N  1.389  0.560  -0.838  0.000
C  1.606  -0.654  -1.742  0.000
C  2.817  -0.459  -2.647  0.000
H  4.193  -1.102  -1.182  0.000
H  4.889  -0.159  -2.352  0.000
H  3.781  1.902  -1.675  0.000
H  4.702  1.081  -0.271  0.000
H  2.363  1.857  0.495  0.000
H  2.765  0.225  0.688  0.000
H  1.269  1.282  -1.574  0.000
H  0.664  -0.806  -2.350  0.000
H  1.703  -1.585  -1.188  0.000
H  2.729  0.462  -3.250  0.000
H  2.940  -1.345  -3.261  0.000